{"formula": "C22H20BN8O2Pt", "method": "ωB97M-V with the def2-TZVPD basis set", "total_charge": 1, "orbital_gap_ev": [6.98, 6.63], "homo_ha": [-0.3503, -0.4244], "s2": 2.02, "e_tot_ha": -1582.9324, "lumo_ev": [-2.55, -4.92], "spin_multiplicity": 3, "species": ["Pt", "C", "C", "N", "N", "C", "B", "N", "C", "C", "C", "N", "N", "C", "C", "C", "N", "H", "H", "H", "H", "H", "H", "H", "H", "H", "H", "O", "C", "O", "C", "C", "C", "C", "C", "C", "N", "C", "C", "C", "C", "C", "C", "N", "H", "H", "H", "H", "H", "H", "H", "H", "H", "H"], "xyz": [[-0.511757, -0.669574, 0.700821], [2.307502, 2.486669, 1.817055], [2.065372, 1.133463, 1.578712], [0.752560, 0.915287, 1.547511], [0.131042, 2.099642, 1.730834], [1.053101, 3.059445, 1.908671], [-1.411603, 2.173600, 1.738546], [-1.906924, 1.890542, 0.297638], [-2.711695, 2.588913, -0.512724], [-2.885017, 1.879226, -1.688465], [-2.130252, 0.723528, -1.521827], [-1.545331, 0.750180, -0.323034], [-1.952504, 1.017577, 2.630367], [-2.702998, 1.062795, 3.737053], [-3.054441, -0.228953, 4.091861], [-2.465491, -1.033697, 3.123050], [-1.809369, -0.271364, 2.247550], [3.263164, 2.973029, 1.918954], [2.760903, 0.318778, 1.442320], [0.756053, 4.080915, 2.096366], [-1.801889, 3.238720, 2.118670], [-3.104084, 3.546392, -0.206675], [-3.465145, 2.166960, -2.548899], [-1.958563, -0.097191, -2.201234], [-2.950170, 2.009314, 4.193012], [-3.663252, -0.542695, 4.923039], [-2.505055, -2.105432, 3.002812], [1.931819, 1.195588, -6.743006], [1.295773, 1.750216, -5.689115], [0.869866, 2.864673, -5.760753], [1.166545, 0.916112, -4.447566], [1.107095, -0.470602, -4.459034], [0.928059, -1.183357, -3.282391], [0.828666, -0.513319, -2.067776], [0.892795, 0.880107, -2.055948], [1.047605, 1.584092, -3.233996], [0.643257, -1.222706, -0.857208], [1.187003, -2.444214, -0.658936], [1.118235, -2.992028, 0.624575], [1.676770, -4.228484, 1.011817], [1.623422, -4.613423, 2.320101], [1.023660, -3.767141, 3.276575], [0.468194, -2.591161, 2.860572], [0.480772, -2.210395, 1.565489], [2.314751, 0.342671, -6.505992], [1.143231, -1.018575, -5.394112], [0.823961, -2.260789, -3.325289], [0.826764, 1.410837, -1.114349], [1.076757, 2.667231, -3.232509], [1.750721, -2.931179, -1.442126], [2.147727, -4.844876, 0.257172], [2.051962, -5.558906, 2.627073], [1.003913, -4.025303, 4.325220], [0.016516, -1.901139, 3.559531]], "forces_ev_per_a": [[-0.06, 0.04, -0.08], [0.07, -0.06, 0.00], [0.04, -0.06, 0.03], [0.02, 0.26, -0.13], [0.03, 0.00, 0.19], [-0.06, -0.01, -0.01], [-0.01, -0.03, -0.03], [0.01, 0.02, 0.06], [-0.03, 0.03, -0.05], [0.01, 0.03, -0.04], [-0.04, 0.03, 0.01], [-0.28, -0.12, 0.02], [-0.05, 0.06, -0.09], [-0.08, -0.02, 0.04], [-0.01, 0.04, 0.02], [-0.10, -0.04, -0.05], [0.26, 0.10, 0.12], [-0.07, -0.02, 0.00], [-0.06, 0.04, -0.02], [0.01, -0.11, -0.01], [0.05, -0.11, -0.01], [0.04, -0.07, 0.01], [0.05, -0.02, 0.05], [-0.05, 0.03, 0.06], [0.02, -0.07, -0.05], [0.04, 0.03, -0.05], [0.06, 0.05, 0.00], [-0.07, -0.07, 0.09], [0.11, -0.05, -0.06], [-0.05, 0.08, 0.05], [-0.01, 0.00, -0.06], [0.00, -0.07, -0.04], [-0.05, -0.12, -0.15], [-0.07, -0.13, 0.16], [0.17, 0.11, 0.06], [-0.02, 0.07, 0.11], [0.14, -0.02, -0.01], [0.07, 0.17, -0.06], [-0.10, 0.11, 0.04], [0.06, -0.04, 0.00], [0.01, -0.04, 0.03], [0.07, -0.08, 0.04], [-0.01, 0.18, -0.12], [-0.07, -0.17, 0.02], [0.02, 0.02, -0.01], [0.01, 0.00, 0.02], [0.01, 0.05, 0.01], [0.03, -0.01, -0.04], [0.01, -0.06, 0.01], [-0.02, 0.02, -0.01], [-0.02, 0.01, 0.04], [-0.01, 0.04, -0.01], [0.00, 0.00, -0.03], [-0.06, 0.00, -0.04]]}